1.
Formula: C12H16N6O3
Source: the OMol25 dataset
Level of theory: ωB97M-V with the def2-TZVPD basis set

Element x y z (Å)
C (-0.0700, 3.0506, -1.4091)
C (0.3851, 1.6425, -1.9142)
C (0.3998, 3.1551, 0.0165)
C (0.1196, 2.0291, 1.1264)
C (0.8469, 0.8823, 1.4171)
C (-1.0237, 1.0698, 2.7372)
C (0.1121, -0.7512, -1.2747)
C (0.4887, -1.5520, -2.5358)
C (-0.8584, -1.5194, -0.3002)
C (-0.1889, -2.4708, 0.5948)
C (0.0173, -3.8496, 0.3261)
C (0.6445, -3.2355, 2.3347)
H (-1.7763, 4.0643, -1.5748)
H (-1.8861, 3.0046, -0.2860)
H (0.1682, 3.8160, -2.0824)
H (-0.0957, 4.1062, 0.3778)
H (1.5508, 3.2306, -0.0028)
H (1.7166, 0.4765, 0.8944)
H (-1.7329, 0.8255, 3.5153)
H (0.0805, -0.6643, 2.8022)
H (-1.5031, 0.7812, -1.3489)
H (1.1232, -0.3629, -0.8662)
H (-1.0544, -0.6211, 0.3123)
H (-1.6797, -1.9423, -0.7930)
H (-0.1377, -4.3978, -0.5288)
H (1.1156, -3.1395, 3.3466)
H (0.8407, -5.3387, 1.6181)
H (1.4230, 0.0783, -2.9128)
N (-1.5129, 3.0989, -1.2827)
N (-1.0060, 2.1455, 1.9484)
N (0.1155, 0.3415, 2.4140)
N (-0.5001, 0.5743, -1.5748)
N (0.2251, -2.1215, 1.8926)
N (0.6406, -4.2784, 1.4633)
O (1.5057, 1.4123, -2.2093)
O (0.1664, -2.6848, -2.9210)
O (1.3401, -0.8552, -3.3201)

Values from the calculation:
Orbital gap = 9.10 eV
Net charge = 0
Highest occupied orbital energy = -8.632 eV
SMILES = N[C@@H](Cc1c[nH]cn1)C(=O)N[C@@H](Cc1c[nH]cn1)C(=O)O
ΔE to the lowest compared entry with this formula, charge and spin = 85.29 kcal per mole

2.
Formula: C10H23NO9P
Source: the OMol25 dataset
Level of theory: ωB97M-V with the def2-TZVPD basis set

Element x y z (Å)
C (-0.2736, 2.6674, -5.1153)
O (0.6333, 1.9636, -4.2851)
C (0.2144, 1.7447, -2.9919)
O (0.7379, 2.8217, -2.1647)
P (0.7440, 2.6606, -0.5966)
O (0.5135, 3.8970, 0.1592)
O (2.1863, 2.0263, -0.3835)
C (2.5618, 1.5717, 0.9207)
C (2.9342, 0.0995, 0.8380)
C (3.4714, -0.4776, 2.1190)
O (3.6413, -1.6368, 2.2953)
O (3.7570, 0.4473, 3.1103)
O (-0.3208, 1.5237, -0.3694)
C (-1.1281, 1.4531, 0.8224)
C (-1.4529, 0.0066, 1.1286)
O (-0.2841, -0.7072, 1.5329)
C (-2.1373, -0.7212, -0.0248)
N (-1.2176, -1.1687, -1.0634)
H (-0.0751, 3.7391, -5.0767)
H (-0.1130, 2.3253, -6.1358)
H (-1.3081, 2.4525, -4.8479)
H (-0.8711, 1.7559, -2.9025)
H (0.5985, 0.7843, -2.6585)
H (1.7994, 1.7783, 1.6721)
H (3.4351, 2.1538, 1.2075)
H (2.0986, -0.4998, 0.4818)
H (3.7457, 0.0211, 0.1106)
H (4.6617, 0.7583, 2.9786)
H (-0.6532, 1.9640, 1.6615)
H (-2.0599, 1.9825, 0.6216)
H (-2.1552, 0.0058, 1.9703)
H (0.2846, -0.0900, 2.0047)
H (-2.8713, -0.0279, -0.4453)
H (-2.6542, -1.6000, 0.3753)
H (-1.6300, -1.9513, -1.5493)
H (-0.3417, -1.4496, -0.6502)
C (-2.5210, -3.9129, 2.5026)
C (-1.5932, -4.1644, 1.2847)
O (-2.2802, -4.2776, 0.1314)
H (-3.2175, -4.7465, 2.6238)
H (-1.9487, -3.8065, 3.4406)
H (-3.0986, -2.9942, 2.3553)
H (-0.9658, -5.0484, 1.5956)
H (-0.8465, -3.3235, 1.3166)

Values from the calculation:
Orbital gap = 4.53 eV
Net charge = -1
Highest occupied orbital energy = -2.469 eV
ΔE to the lowest compared entry with this formula, charge and spin = 0.00 kcal per mole

3.
Formula: C26H27O3PS2
Source: the OMol25 dataset
Level of theory: ωB97M-V with the def2-TZVPD basis set

Element x y z (Å)
C (3.9674, 3.3043, 1.4394)
C (3.0518, 2.1814, 1.0025)
O (1.8408, 2.7948, 0.4851)
C (1.1003, 2.1829, -0.4998)
C (0.4132, 0.8755, -0.0813)
P (-1.4148, 0.9416, -0.6629)
C (-2.0063, -0.6418, 0.0471)
C (-1.7699, -0.9721, 1.3745)
C (-2.1711, -2.2164, 1.8481)
C (-2.8326, -3.1144, 1.0016)
C (-3.1218, -2.7408, -0.3160)
C (-2.7387, -1.4927, -0.7868)
C (-2.7287, 2.0747, -0.0787)
C (-3.0712, 2.1933, 1.2758)
C (-4.2385, 2.8676, 1.6455)
C (-5.0770, 3.4314, 0.6783)
C (-4.7456, 3.2973, -0.6755)
C (-3.5764, 2.6343, -1.0531)
O (-1.4434, 0.9469, -2.1713)
O (0.9215, 2.6615, -1.6034)
H (4.9680, 2.9183, 1.6756)
H (4.0452, 4.0438, 0.6358)
H (3.5706, 3.7956, 2.3329)
H (3.5376, 1.5749, 0.2113)
H (2.7927, 1.5294, 1.8427)
H (0.3627, 0.8389, 1.0315)
H (-1.2619, -0.2694, 2.0454)
H (-1.9466, -2.4901, 2.8801)
H (-3.1313, -4.0918, 1.3757)
H (-3.6520, -3.4225, -0.9818)
H (-2.9755, -1.1704, -1.8019)
H (-2.4310, 1.7515, 2.0408)
H (-4.4983, 2.9494, 2.7034)
H (-5.9917, 3.9537, 0.9760)
H (-5.4044, 3.7129, -1.4382)
H (-3.3234, 2.5216, -2.1069)
C (1.9281, -2.9635, 2.6778)
C (0.9833, -3.3203, 1.7086)
C (0.8651, -2.5512, 0.5452)
C (1.5678, -1.3550, 0.4418)
C (1.1839, -0.3128, -0.6398)
S (2.8290, 0.0343, -1.3930)
C (2.6636, -0.0614, -3.1947)
C (2.4747, -1.5005, -3.6846)
C (1.4500, -2.2480, -2.8344)
S (0.3111, -1.1374, -1.9956)
C (2.6592, -1.1317, 1.2790)
C (2.8134, -1.8936, 2.4456)
H (2.0212, -3.5358, 3.5988)
H (0.3312, -4.1863, 1.8577)
H (0.1841, -2.8419, -0.2577)
H (1.8670, 0.6314, -3.4968)
H (3.6379, 0.3170, -3.5363)
H (2.1411, -1.4860, -4.7288)
H (3.4215, -2.0555, -3.6506)
H (0.7523, -2.7851, -3.4951)
H (1.8800, -2.9629, -2.1326)
H (3.4038, -0.3640, 1.0467)
H (3.6114, -1.6451, 3.1474)

Values from the calculation:
Orbital gap = 8.53 eV
Net charge = 0
Highest occupied orbital energy = -8.030 eV
SMILES = CCOC(=O)[C@H](C1(c2ccccc2)SCCCS1)P(=O)(c1ccccc1)c1ccccc1

4.
Formula: C43H43HgN3OPS7
Source: the OMol25 dataset
Level of theory: ωB97M-V with the def2-TZVPD basis set

Element x y z (Å)
Hg (-0.8956, -0.5903, -0.3062)
C (-0.3652, 2.3752, 3.0241)
N (-0.4942, 2.1067, 1.6124)
C (0.7100, 2.4790, 0.9053)
C (-1.6908, 2.7164, 1.0772)
C (-1.9318, 2.4712, -0.3959)
C (-2.4256, 3.5524, -1.1270)
C (-2.7517, 3.4356, -2.4682)
C (-2.5737, 2.2144, -3.0953)
C (-2.0664, 1.1405, -2.3775)
C (-1.7316, 1.2303, -1.0173)
H (-0.2358, 3.4582, 3.2264)
H (0.4942, 1.8326, 3.4184)
H (-1.2538, 2.0303, 3.5546)
H (0.9280, 3.5627, 1.0013)
H (0.6222, 2.2307, -0.1516)
H (1.5457, 1.9127, 1.3221)
H (-1.6816, 3.8152, 1.2434)
H (-2.5359, 2.3213, 1.6544)
H (-2.5536, 4.5077, -0.6260)
H (-3.1320, 4.2919, -3.0141)
H (-2.8136, 2.0869, -4.1445)
H (-1.9058, 0.2010, -2.8998)
C (0.8772, -5.2687, -2.2708)
C (0.1389, -4.7285, -1.1004)
C (-0.6433, -5.4146, -0.2130)
C (-1.3699, -4.7311, 0.7626)
N (-1.4357, -3.3424, 0.7476)
C (-0.6720, -2.6890, -0.0734)
S (0.9472, -0.8836, 2.3351)
N (0.2159, -3.3538, -0.9009)
C (-2.1742, -5.4266, 1.8052)
H (0.7141, -6.3434, -2.3556)
H (1.9560, -5.0895, -2.1840)
H (0.5336, -4.7789, -3.1880)
H (-0.7269, -6.4924, -0.3028)
H (0.6909, -2.8085, -1.6030)
H (-2.3260, -6.4764, 1.5440)
H (-3.1537, -4.9550, 1.9237)
H (-1.6965, -5.4033, 2.7910)
S (-0.7947, -2.1621, -3.9207)
C (-1.7042, -2.0300, -5.3928)
C (-2.6909, -2.9661, -5.7531)
C (-3.4107, -2.8517, -6.9273)
C (-3.1850, -1.7973, -7.8065)
C (-2.2175, -0.8573, -7.4708)
C (-1.4967, -0.9708, -6.2955)
H (-2.8782, -3.7890, -5.0742)
H (-4.1668, -3.5951, -7.1596)
H (-3.7543, -1.7074, -8.7240)
H (-2.0243, -0.0194, -8.1326)
H (-0.7503, -0.2281, -6.0413)
C (1.4092, -1.7445, 5.7654)
S (1.2262, -3.2968, 4.8581)
C (-0.4990, -3.2876, 4.5478)
C (-1.2552, -2.3441, 3.9314)
S (-0.8908, -0.7989, 3.2096)
S (-2.9771, -2.6674, 3.9409)
C (-2.9705, -4.1239, 4.8516)
S (-4.3417, -4.9698, 5.2620)
S (-1.3822, -4.6247, 5.2550)
H (2.4066, -1.7611, 6.2038)
H (0.6657, -1.6773, 6.5577)
H (1.3263, -0.9092, 5.0725)
O (1.3313, 0.6453, -1.8999)
P (2.5403, 0.1515, -2.6002)
C (3.1821, -1.3683, -1.8619)
C (2.6808, -1.7030, -0.6090)
C (3.1417, -2.8339, 0.0522)
C (4.1160, -3.6218, -0.5368)
C (4.6339, -3.2844, -1.7857)
C (4.1713, -2.1611, -2.4466)
C (3.9226, 1.3263, -2.4241)
C (5.0509, 1.3232, -3.2398)
C (6.0702, 2.2357, -3.0247)
C (5.9665, 3.1598, -1.9916)
C (4.8446, 3.1658, -1.1739)
C (3.8242, 2.2521, -1.3895)
C (2.3650, -0.0951, -4.3711)
C (2.1060, -1.3471, -4.9160)
C (1.8747, -1.4785, -6.2788)
C (1.8909, -0.3625, -7.0954)
C (2.1333, 0.8966, -6.5551)
C (2.3643, 1.0281, -5.1965)
H (1.9132, -1.0921, -0.1462)
H (2.7094, -3.0885, 1.0115)
H (4.4690, -4.5120, -0.0307)
H (5.3908, -3.9070, -2.2466)
H (4.5671, -1.9091, -3.4239)
H (5.1285, 0.6109, -4.0530)
H (6.9429, 2.2315, -3.6660)
H (6.7591, 3.8801, -1.8297)
H (4.7594, 3.8845, -0.3686)
H (2.9373, 2.2493, -0.7688)
H (2.0542, -2.2187, -4.2808)
H (1.6328, -2.4505, -6.6865)
H (1.6834, -0.4664, -8.1533)
H (2.1255, 1.7740, -7.1889)
H (2.5289, 2.0117, -4.7704)

Values from the calculation:
Orbital gap (spin up / spin down) = 3.84 / 5.58 eV
Net charge = -2
Multiplicity = 2
Highest occupied orbital energy (spin up / spin down) = 0.001 / -1.742 eV

5.
Formula: C2H14NO3
Source: the OMol25 dataset
Level of theory: ωB97M-V with the def2-TZVPD basis set

Element x y z (Å)
C (0.7035, 1.8918, 0.7587)
C (-0.1921, 0.7180, 0.7997)
N (0.0116, -0.2364, -0.4491)
H (1.7633, 1.5683, 0.3756)
H (0.1765, 2.7254, 0.2491)
H (1.0865, 2.1662, 1.8158)
H (-0.0085, -0.0690, 1.7112)
H (-1.2586, 0.9554, 0.8790)
H (-0.8984, -0.8477, -0.5452)
H (0.9255, -0.7909, -0.4490)
H (-0.0581, 0.2881, -1.3897)
H (-2.0770, -2.0900, 1.7512)
H (-1.9712, -0.8857, 2.8192)
O (-1.7843, -1.1901, 1.8799)
H (-1.8080, 0.5765, -3.1295)
H (-0.8381, 1.7603, -2.9049)
O (-1.4087, 1.1417, -2.3778)
H (2.4992, -3.0201, -1.2901)
H (2.8172, -2.4231, 0.1261)
O (2.3196, -2.2386, -0.6302)

Values from the calculation:
Orbital gap (spin up / spin down) = 3.29 / 11.69 eV
Net charge = 0
Multiplicity = 2
Highest occupied orbital energy (spin up / spin down) = -2.651 / -11.264 eV
ΔE to the lowest compared entry with this formula, charge and spin = 27.32 kcal per mole

6.
Formula: C5H11N2
Source: the OMol25 dataset
Level of theory: ωB97M-V with the def2-TZVPD basis set

Element x y z (Å)
C (-1.5276, -1.2146, 0.3129)
C (-0.4089, -0.9653, 1.3279)
C (0.1087, 0.4548, 1.4127)
C (0.3562, 1.3288, 0.4156)
N (0.9426, 0.8525, -0.8100)
C (1.9132, 1.5119, -1.2799)
N (-0.9813, -1.3080, -1.0711)
H (-2.1235, -2.0884, 0.5723)
H (-2.1548, -0.3293, 0.3456)
H (-0.6777, -1.2479, 2.3507)
H (0.4632, -1.6211, 1.1903)
H (0.2813, 0.9448, 2.3736)
H (0.1429, 2.3940, 0.3654)
H (2.3659, 2.3599, -0.7676)
H (2.3949, 1.2186, -2.2089)
H (-0.5355, -2.2328, -1.1089)
H (-0.1399, -0.6519, -1.2681)
H (-1.6949, -1.2635, -1.7950)

Values from the calculation:
Orbital gap = 9.38 eV
Net charge = +1
Highest occupied orbital energy = -12.574 eV
SMILES = C=N/C=C\CC[NH3+]
ΔE to the lowest compared entry with this formula, charge and spin = 43.86 kcal per mole

7.
Formula: C5H9P
Source: the OMol25 dataset
Level of theory: ωB97M-V with the def2-TZVPD basis set

Element x y z (Å)
C (2.0583, 0.8309, 0.1113)
C (2.7092, 1.9914, -0.0529)
C (1.4982, -0.3207, 0.2283)
C (1.7485, -1.7039, -0.4179)
C (-4.1120, -0.0592, 0.2675)
P (-2.5551, 0.7031, -0.3416)
H (3.4735, 2.4076, 0.7623)
H (2.4100, 2.5567, -0.8547)
H (0.6744, -0.1875, 0.8943)
H (2.6329, -2.0227, 0.1114)
H (1.9323, -1.4920, -1.4721)
H (0.9231, -2.3458, -0.2639)
H (-4.9421, 0.6615, 0.2956)
H (-3.8974, -0.4572, 1.2956)
H (-4.5538, -0.5623, -0.5631)

Values from the calculation:
Orbital gap (spin up / spin down) = 7.19 / 7.15 eV
Net charge = 0
Highest occupied orbital energy (spin up / spin down) = -8.044 / -8.067 eV
ΔE to the lowest compared entry with this formula, charge and spin = 95.48 kcal per mole

8.
Formula: C23H28Cl2MgN6O2STe
Source: the OMol25 dataset
Level of theory: ωB97M-V with the def2-TZVPD basis set

Element x y z (Å)
Mg (-0.6186, -0.2319, 0.4286)
C (3.5847, -1.0844, 1.8596)
C (2.1643, -0.6454, 1.6609)
N (1.4684, -0.9686, 0.6300)
N (2.0004, -1.7884, -0.2971)
C (1.2955, -2.1428, -1.4124)
N (1.9170, -3.0940, -2.1504)
S (-0.1557, -1.4897, -1.8707)
C (1.4237, 0.1495, 2.6840)
C (1.9951, 0.5737, 3.8779)
C (1.1930, 1.2664, 4.7804)
C (-0.1322, 1.5027, 4.4752)
C (-0.6293, 1.0488, 3.2571)
N (0.1365, 0.3988, 2.3948)
H (3.6556, -2.1748, 1.8386)
H (3.9952, -0.7617, 2.8079)
H (4.2190, -0.6813, 1.0651)
H (2.8944, -2.2207, -0.1117)
H (2.5412, -3.7402, -1.6903)
H (1.3676, -3.4881, -2.8946)
H (3.0259, 0.3744, 4.1198)
H (1.6142, 1.6068, 5.7170)
H (-0.7872, 2.0268, 5.1550)
H (-1.6633, 1.1832, 2.9608)
C (-1.4035, 1.8047, -2.4001)
C (-0.3906, 2.3224, -1.4453)
N (0.2253, 1.6362, -0.5057)
C (1.0859, 2.5121, 0.1147)
C (0.9935, 3.7380, -0.4592)
N (0.0485, 3.6002, -1.4525)
H (-2.1641, 1.2419, -1.8665)
H (-0.9316, 1.1508, -3.1338)
H (-1.8908, 2.6263, -2.9258)
H (1.7160, 2.2111, 0.9340)
H (1.4867, 4.6702, -0.2567)
H (-0.2867, 4.3137, -2.0738)
C (1.9921, -6.7570, -2.1205)
C (1.1941, -5.8239, -1.2530)
C (1.6778, -5.3834, -0.0286)
C (0.9282, -4.5518, 0.8048)
C (1.4931, -4.2033, 2.1514)
C (-0.3329, -4.1013, 0.3971)
Te (-1.4608, -2.7683, 1.6066)
C (-0.8498, -4.5745, -0.8245)
C (-2.2304, -4.2161, -1.2886)
C (-0.0802, -5.4142, -1.6235)
H (2.9914, -6.9142, -1.7144)
H (2.1005, -6.3703, -3.1359)
H (1.5112, -7.7333, -2.2005)
H (2.6526, -5.7244, 0.3079)
H (2.4885, -4.6334, 2.2765)
H (0.8477, -4.5607, 2.9551)
H (1.5366, -3.1280, 2.2920)
H (-2.3573, -3.1375, -1.3420)
H (-2.9848, -4.5648, -0.5797)
H (-2.4338, -4.6505, -2.2679)
H (-0.4991, -5.7670, -2.5611)
Cl (-4.1146, -0.7812, -1.3716)
C (-4.6072, 0.4031, -0.1568)
Cl (-4.9627, 1.9721, -0.9373)
C (-3.5343, 0.6331, 0.9302)
O (-3.9367, 0.7704, 2.0816)
O (-2.3431, 0.7322, 0.5133)
H (-5.5335, 0.0617, 0.2937)

Values from the calculation:
Orbital gap = 5.68 eV
Net charge = 0
Highest occupied orbital energy = -6.312 eV
ΔE to the lowest compared entry with this formula, charge and spin = 0.00 kcal per mole

> Which of these has the lowest net charge?

C43H43HgN3OPS7

> Among the records above, which one has the lowest net charge?

C43H43HgN3OPS7